Density functional theory data (ωB97M-V with the def2-TZVPD basis set) for a molecular structure, C4H12BrLiO2 at a distorted geometry.

Geometry as XYZ:
```
20
Properties=species:S:1:pos:R:3:mulliken_spin:R:1
Li 2.904 -1.821 4.015 0.00
Br 1.875 -1.373 1.741 0.48
C -2.560 -2.248 -0.214 0.02
C -1.418 -1.553 -1.033 0.00
O -0.185 -2.219 -0.846 0.12
H -2.467 -1.957 0.832 0.00
H -2.495 -3.336 -0.186 0.00
H -3.564 -1.977 -0.540 0.00
H -1.251 -0.519 -0.732 0.00
H -1.658 -1.497 -2.094 0.01
H 0.222 -1.759 -0.108 -0.01
C 0.565 2.856 0.234 0.05
C 1.481 2.034 -0.640 0.02
O 2.562 1.585 0.131 0.31
H -0.317 3.096 -0.360 0.00
H 1.040 3.777 0.569 0.00
H 0.157 2.350 1.109 0.00
H 1.818 2.557 -1.535 0.00
H 1.004 1.140 -1.042 0.02
H 2.285 0.864 0.701 -0.02
```

Values from the calculation:
Molar mass ... 178.98 u
2S+1 ... 2
Net charge ... +1
Highest occupied orbital energy (spin up / spin down) ... -13.632 / -12.720 eV


Density functional theory data (ωB97M-V with the def2-TZVPD basis set) for a molecular structure, C4H6BiO2 at a distorted geometry.

Geometry as XYZ:
```
13
Properties=species:S:1:pos:R:3:mulliken_spin:R:1
O 3.127 1.270 -0.674 0.00
C 2.081 0.322 -0.712 0.00
C 0.781 1.060 -1.017 0.02
C -0.353 0.164 -1.291 0.04
C -1.201 -0.719 -0.837 0.03
H 3.961 0.821 -0.515 0.00
H 1.990 -0.200 0.256 0.00
H 2.265 -0.439 -1.489 0.00
H 0.942 1.720 -1.885 0.00
H 0.533 1.730 -0.174 0.00
H -2.033 -1.122 -1.431 -0.01
O -1.289 -1.250 0.582 -0.03
Bi -1.839 -0.066 1.920 0.95
```

Values from the calculation:
ΔE to the lowest compared entry with this formula, charge and spin ... 24.5 kcal/mol
Molar mass ... 295.07 u
2S+1 ... 2
Net charge ... +2
Highest occupied orbital energy (spin up / spin down) ... -17.879 / -17.877 eV


Density functional theory data (ωB97M-V with the def2-TZVPD basis set) for a molecular structure, C31H49AlCl5F5LiN2NaO9S at a distorted geometry.

Geometry as XYZ:
```
105
Properties=species:S:1:pos:R:3:mulliken_charge:R:1
C -0.571 -4.728 -0.790 -0.78
C -0.864 -3.130 -0.760 0.47
C -2.183 -2.532 -0.161 -0.85
C -2.430 -0.973 -0.103 -0.58
C -1.408 0.070 -0.633 0.16
C -1.540 1.660 -0.586 1.44
C -1.523 2.374 -2.044 -0.89
C -2.792 2.224 0.248 -0.15
C -0.086 -0.516 -1.283 0.49
O 0.859 0.430 -1.805 -0.36
C 2.203 -0.023 -1.536 -0.29
C 3.214 1.258 -1.436 0.13
C 2.565 2.373 -0.458 0.14
N 1.935 2.986 0.372 -0.52
C 4.584 0.658 -0.783 0.46
O 5.011 -0.458 -1.626 -0.55
C 5.716 1.772 -0.576 0.05
N 6.448 2.757 -0.559 -0.63
C 0.172 -2.079 -1.342 -0.24
H -0.722 -5.071 -1.872 0.26
H -1.305 -5.230 -0.047 0.27
H 0.505 -4.953 -0.428 -0.01
H -2.959 -3.274 0.233 0.23
H -3.419 -0.636 0.355 -0.03
H -0.587 2.050 -0.048 -0.13
H -0.968 1.767 -2.855 0.36
H -2.572 2.596 -2.452 0.21
H -0.956 3.378 -1.914 0.21
H -2.387 2.869 1.128 0.31
H -3.464 2.947 -0.361 0.27
H -3.460 1.424 0.726 -0.84
H 2.237 -0.499 -0.480 0.11
H 2.538 -0.789 -2.319 0.23
H 3.397 1.738 -2.468 0.50
H 4.249 0.172 0.216 0.25
H 5.788 -0.897 -1.200 0.38
H 1.136 -2.513 -1.794 0.12
C 5.844 -3.824 3.287 -1.48
C 4.390 -3.802 2.865 0.67
C 4.113 -4.562 1.603 -0.32
O 2.950 -3.910 1.109 0.04
C 3.008 -2.629 1.569 0.42
O 2.298 -1.741 1.191 -0.57
O 3.979 -2.486 2.511 -0.38
H 6.108 -4.788 3.727 0.37
H 6.505 -3.643 2.434 0.32
H 6.046 -3.033 4.014 0.38
H 3.754 -4.140 3.692 0.29
H 3.921 -5.617 1.783 -0.07
H 4.905 -4.465 0.852 0.14
Li -4.254 0.906 2.460 0.95
C -3.612 5.611 -4.029 -1.11
C -3.772 5.758 -2.539 0.79
O -3.504 4.839 -1.781 -0.43
C -4.274 7.078 -2.021 -1.04
H -3.242 4.607 -4.257 0.29
H -4.577 5.749 -4.522 0.32
H -2.890 6.342 -4.399 0.32
H -5.268 7.281 -2.424 0.31
H -3.581 7.875 -2.301 0.33
H -4.340 7.040 -0.932 0.20
F -1.272 1.316 -4.677 -0.94
Cl 4.009 -7.242 0.183 -0.11
C 5.174 -7.161 -1.162 -0.58
C 6.492 -7.824 -0.818 -0.38
Cl 7.396 -6.917 0.423 -0.18
H 5.310 -6.111 -1.430 0.28
H 4.713 -7.670 -2.011 0.40
H 7.128 -7.866 -1.704 0.32
H 6.347 -8.842 -0.453 0.31
C -2.871 4.995 5.732 -0.67
C -4.312 5.048 6.245 -0.59
C -5.106 5.944 5.292 -0.65
S -4.298 5.821 3.700 1.19
O -3.738 7.106 3.370 -0.62
O -5.150 5.090 2.788 -0.69
C -2.975 4.749 4.233 -0.46
H -2.293 4.212 6.229 0.33
H -2.376 5.953 5.921 0.33
H -4.738 4.038 6.241 0.26
H -4.363 5.421 7.270 0.32
H -6.142 5.615 5.199 0.34
H -5.075 6.989 5.606 0.37
H -2.060 4.991 3.694 0.42
H -3.277 3.721 4.021 0.12
C 0.430 -6.698 2.354 0.18
Cl -0.895 -7.699 2.963 -0.13
Cl -0.008 -4.982 2.435 -0.08
Cl 1.918 -7.051 3.257 -0.13
H 0.598 -6.951 1.308 0.17
F -5.202 9.236 -0.334 -0.40
Al -4.897 10.979 -0.113 0.81
F -6.262 11.906 -0.775 -0.47
F -3.404 11.431 -0.965 -0.47
F -4.723 11.335 1.619 -0.46
C -0.680 -5.794 -5.301 -0.92
C 0.188 -7.037 -5.284 -0.21
O 0.499 -7.401 -3.944 -0.50
H -0.170 -4.963 -4.807 0.17
H -0.922 -5.501 -6.326 0.36
H -1.612 -5.966 -4.755 0.30
H 1.127 -6.855 -5.812 0.27
H -0.322 -7.877 -5.767 0.25
H -0.337 -7.569 -3.487 0.28
Na 7.281 2.432 -2.613 0.95
```

Values from the calculation:
Molar mass ... 954.97 u
Net charge ... 0
Highest occupied orbital energy ... -5.704 eV


Question: The lowest molar mass belongs to which entry?
Answer: C4H12BrLiO2


Question: The highest molar mass belongs to which entry?
Answer: C31H49AlCl5F5LiN2NaO9S


Question: net charge of number 1 (C4H12BrLiO2)?
Answer: +1


Question: What is the formula in the third record?
Answer: C31H49AlCl5F5LiN2NaO9S